Computed, not measured: a 8-piece molecular cluster, C32H80O16 overall in a non-equilibrium geometry, with wB97M-V/def2-TZVPD.

As for the multiplicity: 1. The value obtained for the energy relative to the best compared isomer or geometry (same formula, charge and spin) is 151.7 kcal per mole. Its gap between HOMO and LUMO is 9.584 eV. The SMILES is COCCOC.COCCOC.COCCOC.COCCOC.COCCOC.COCCOC.COCCOC.COCCOC. The calculation puts the molar mass at 720.976 g/mol. The maximum force comes out at 0.0534 Eh/bohr.

```
128
Properties=species:S:1:pos:R:3:forces:R:3
C -0.394 -3.797 -4.512 -1.190 0.322 -0.054
O -0.695 -4.156 -5.847 -2.295 -0.284 -0.108
C 0.374 -4.023 -6.736 0.992 0.251 0.367
C 0.191 -4.423 -8.258 -1.027 -1.751 1.592
O -0.131 -5.858 -8.336 0.284 0.127 -0.485
C -0.297 -6.411 -9.689 0.623 1.684 1.148
H -1.315 -3.524 -3.996 -0.476 0.116 -0.469
H 0.183 -2.874 -4.468 0.685 -0.272 0.100
H -0.089 -4.627 -3.875 1.048 -0.120 -0.389
H 1.125 -4.508 -6.112 1.212 -0.641 -1.359
H 0.652 -2.970 -6.684 0.258 0.430 -0.646
H 1.073 -4.165 -8.844 0.325 -0.118 0.246
H -0.641 -3.858 -8.679 -0.211 0.127 0.070
H -1.065 -5.806 -10.171 -0.028 -0.197 -0.404
H -0.555 -7.469 -9.715 -0.188 0.188 0.727
H 0.663 -6.319 -10.198 -0.006 0.143 -0.335
C 1.907 2.098 -1.269 -1.173 -1.180 -0.450
O 0.561 2.709 -1.326 1.552 -1.478 0.670
C -0.129 2.593 -0.081 0.800 1.786 0.557
C -0.208 1.325 0.708 -0.218 -0.422 -0.530
O 0.964 1.064 1.490 0.164 0.047 0.197
C 0.715 0.797 2.888 -1.149 0.108 -1.217
H 1.898 1.037 -1.019 -0.847 -0.218 0.855
H 2.629 2.501 -0.559 -0.231 0.789 -0.270
H 2.272 1.899 -2.277 0.100 1.427 -0.271
H -1.123 3.028 -0.181 -0.123 -0.351 -0.683
H 0.322 3.267 0.646 0.467 0.514 0.070
H -0.455 0.530 0.004 0.312 -0.667 0.206
H -1.120 1.496 1.280 0.144 -0.310 0.701
H 0.329 1.697 3.366 0.011 0.090 0.161
H 1.578 0.436 3.447 0.205 0.075 -0.611
H -0.073 0.043 2.877 -0.030 -0.207 0.623
C 6.319 1.367 -11.279 -1.268 -1.174 1.461
O 5.175 1.186 -10.373 0.419 1.182 -0.277
C 5.424 1.198 -8.983 1.058 -0.240 0.255
C 4.261 1.759 -8.132 -0.099 -0.886 -1.579
O 3.083 1.018 -8.495 1.101 1.183 0.664
C 1.924 1.685 -8.042 -0.716 -1.847 -0.736
H 6.712 0.362 -11.437 -0.208 -0.148 -0.858
H 7.203 1.850 -10.863 -0.436 0.892 0.272
H 5.845 1.859 -12.128 0.725 -0.188 -0.168
H 6.357 1.716 -8.761 -0.046 0.960 0.015
H 5.776 0.203 -8.714 -0.847 -0.600 0.499
H 4.096 2.813 -8.356 0.080 0.193 -0.331
H 4.445 1.725 -7.058 0.259 -0.410 0.150
H 1.704 2.626 -8.547 0.449 0.345 0.256
H 1.859 1.697 -6.954 0.101 0.487 0.109
H 1.175 0.980 -8.400 -0.581 0.243 0.274
C -0.093 4.379 9.260 -0.625 0.335 -0.668
O 0.604 4.039 8.066 0.223 0.741 0.705
C 2.059 4.041 8.254 -2.278 0.810 -1.072
C 2.583 5.454 8.636 0.281 -0.457 -0.088
O 2.134 6.427 7.692 -0.052 1.127 0.717
C 2.151 7.764 8.260 -1.175 -0.196 -0.010
H -1.156 4.350 9.019 0.000 -0.303 -0.070
H 0.053 5.407 9.594 0.449 0.203 -0.111
H 0.076 3.734 10.122 0.343 -0.396 -0.074
H 2.411 3.835 7.243 0.250 -0.280 0.160
H 2.089 3.159 8.893 1.643 0.433 0.551
H 3.671 5.486 8.569 0.262 -0.437 0.347
H 2.300 5.731 9.651 -0.140 0.043 0.090
H 1.474 7.831 9.111 0.024 -0.458 0.452
H 1.682 8.495 7.601 0.241 -0.476 -0.738
H 3.088 8.216 8.586 0.561 -0.691 -0.228
C 6.021 6.178 3.890 1.747 1.404 0.397
O 4.841 6.114 3.209 -2.563 -0.226 -0.440
C 3.973 7.252 3.152 -1.239 0.369 -0.991
C 2.530 6.795 2.823 -1.174 -0.209 0.022
O 1.577 7.899 2.649 1.582 0.261 0.106
C 0.274 7.555 2.270 -0.674 -1.413 0.921
H 6.657 5.318 3.679 -0.370 -0.148 -0.165
H 5.992 6.311 4.972 -0.683 -0.286 0.340
H 6.565 7.064 3.564 0.470 0.172 -0.210
H 4.134 7.845 2.252 1.043 0.306 0.017
H 3.939 7.947 3.990 0.491 -0.408 0.471
H 2.111 6.140 3.588 0.118 -0.202 0.120
H 2.593 6.258 1.877 -0.093 -0.280 -0.044
H -0.150 6.804 2.937 0.241 -0.517 0.484
H 0.145 7.070 1.302 0.418 0.486 -0.516
H -0.462 8.341 2.439 0.674 0.672 -0.490
C -9.371 -0.303 -1.679 1.361 0.710 2.160
O -8.258 0.401 -0.918 -2.087 -0.237 -1.289
C -7.245 -0.464 -0.462 0.101 0.099 -0.921
C -6.347 0.259 0.533 -0.055 -0.592 -0.400
O -5.950 1.512 0.012 -0.258 -0.829 1.119
C -6.553 2.672 0.549 0.316 0.487 -1.820
H -9.932 0.385 -2.312 0.640 0.186 -0.064
H -10.058 -0.610 -0.891 -0.132 -0.363 -0.109
H -9.001 -1.178 -2.212 0.110 0.192 -0.136
H -6.652 -0.729 -1.337 0.258 -0.358 -0.098
H -7.677 -1.369 -0.035 0.099 -0.214 0.266
H -5.430 -0.316 0.666 -0.020 -0.275 -0.012
H -6.861 0.218 1.494 0.019 0.921 0.268
H -5.896 3.184 1.253 -0.181 -0.192 0.404
H -7.596 2.593 0.855 0.156 -0.427 0.329
H -6.560 3.250 -0.376 -0.297 0.871 0.326
C 1.704 -10.717 -1.096 -0.327 -1.430 -0.667
O 1.259 -9.607 -0.418 0.649 1.909 -0.232
C 2.309 -9.093 0.408 -1.230 0.391 -0.526
C 1.948 -7.766 1.132 1.635 -1.259 -0.992
O 2.370 -6.512 0.432 -1.657 -1.837 1.195
C 1.915 -5.391 1.220 -0.228 -1.163 -0.176
H 1.851 -11.511 -0.363 -0.156 -0.629 -0.146
H 2.624 -10.692 -1.680 0.569 0.939 0.248
H 0.985 -10.967 -1.876 -0.422 -0.290 0.439
H 3.246 -9.035 -0.146 0.072 0.311 -0.135
H 2.434 -9.869 1.163 0.287 0.059 0.501
H 2.530 -8.061 2.005 0.625 1.606 0.673
H 0.936 -7.894 1.517 -0.487 0.943 -0.650
H 0.854 -5.490 1.447 -0.151 -0.337 0.312
H 1.922 -4.451 0.668 0.951 -0.165 -0.057
H 2.509 -5.471 2.130 -0.136 0.959 0.215
C -3.466 -1.067 5.470 0.430 0.089 -0.779
O -3.771 -1.894 4.329 0.129 2.202 -0.163
C -3.696 -3.267 4.424 -1.299 -0.900 -0.098
C -3.733 -4.022 3.012 -0.583 1.021 1.749
O -4.989 -3.940 2.281 1.636 1.338 -0.087
C -6.026 -4.790 2.705 0.901 0.039 0.966
H -3.466 -0.037 5.114 -0.097 -0.103 -0.278
H -2.458 -1.227 5.852 0.201 -0.436 -0.050
H -4.133 -1.056 6.332 -0.534 -0.745 -0.175
H -4.586 -3.571 4.975 -0.225 -0.559 0.233
H -2.852 -3.531 5.062 0.483 -0.530 -0.367
H -3.465 -5.042 3.288 -0.219 -0.388 -0.298
H -2.900 -3.598 2.451 -0.493 -0.001 -0.617
H -6.234 -4.580 3.755 0.038 -0.505 0.368
H -5.620 -5.786 2.534 -0.839 -0.519 0.259
H -6.986 -4.588 2.229 0.470 0.027 -0.688
```
Positions in Å, forces in eV/Å.